No. 1
# C25H60Li3N4O11

A structure of composition C25H60Li3N4O11 (ωB97M-V with the def2-TZVPD basis set, the OMol25 dataset).

The geometry in ORCA input format:
```
! RIJCOSX wB97M-V def2-TZVPD def2/J DEFGRID3
* xyz 1 1
Li -0.52 -1.24 -0.93
Li 1.81 -1.61 0.71
Li -0.25 0.52 1.61
C 0.61 -0.38 0.22
O 1.00 -0.36 1.40
O 1.04 -1.15 -0.66
O -0.51 0.10 0.05
C 0.68 2.41 -1.41
O -0.53 2.66 -2.09
C -1.48 3.41 -1.34
C -2.79 3.64 -2.11
N -3.48 2.38 -2.26
C -4.76 2.55 -2.99
C -5.34 1.23 -3.46
O -4.60 0.56 -4.53
C -4.83 -0.83 -4.60
H 1.39 1.95 -2.10
H 0.49 1.69 -0.61
H 1.15 3.29 -0.98
H -1.01 4.39 -1.24
H -1.67 2.98 -0.36
H -2.58 3.95 -3.13
H -3.46 4.36 -1.65
H -2.86 1.70 -2.68
H -4.54 3.10 -3.91
H -5.40 3.27 -2.48
H -6.36 1.33 -3.81
H -5.32 0.52 -2.63
H -4.75 -1.42 -3.69
H -4.19 -1.35 -5.30
H -5.86 -0.95 -4.93
C -2.50 -1.60 1.55
O -1.97 -0.40 2.23
C -1.19 -0.80 3.35
C -0.72 0.48 4.07
N -0.02 1.44 3.21
C 1.45 1.19 3.33
C 2.22 2.10 2.40
O 3.63 2.09 2.72
C 4.42 2.81 1.79
H -3.32 -2.04 2.12
H -1.78 -2.35 1.23
H -2.95 -1.24 0.62
H -0.39 -1.42 2.95
H -1.83 -1.38 4.01
H -0.21 0.17 4.99
H -1.54 1.12 4.38
H -0.20 2.39 3.50
H 1.56 0.15 3.03
H 1.81 1.37 4.34
H 1.78 3.09 2.37
H 2.04 1.78 1.37
H 3.99 3.73 1.40
H 4.66 2.11 0.99
H 5.32 3.24 2.23
C 6.92 -1.56 -0.40
O 5.51 -1.30 -0.27
C 5.16 -0.39 0.74
C 3.62 -0.37 0.89
N 3.06 -1.71 1.23
C 3.14 -2.03 2.68
C 2.19 -1.33 3.59
O 1.92 -2.10 4.74
C 1.39 -1.41 5.83
H 7.10 -2.27 -1.21
H 7.25 -2.02 0.53
H 7.49 -0.66 -0.62
H 5.47 0.60 0.40
H 5.61 -0.55 1.72
H 3.22 -0.10 -0.09
H 3.42 0.41 1.63
H 3.64 -2.34 0.68
H 4.16 -1.86 3.01
H 2.96 -3.11 2.67
H 1.31 -1.08 3.01
H 2.68 -0.43 3.97
H 0.40 -1.04 5.55
H 2.02 -0.57 6.13
H 1.15 -2.15 6.59
C 0.87 -4.34 -4.15
O -0.04 -3.30 -3.90
C 0.66 -2.15 -3.32
C -0.26 -0.88 -3.34
N -1.27 -0.93 -2.27
C -2.09 0.26 -2.24
C -2.95 0.31 -0.98
O -3.85 -0.86 -0.79
C -4.96 -0.59 0.09
H 1.69 -4.02 -4.78
H 0.39 -5.14 -4.71
H 1.27 -4.77 -3.23
H 1.57 -1.85 -3.83
H 0.84 -2.39 -2.27
H -0.75 -0.72 -4.30
H 0.46 -0.08 -3.19
H -1.91 -1.67 -2.52
H -2.77 0.45 -3.08
H -1.41 1.11 -2.28
H -3.56 1.21 -1.08
H -2.29 0.46 -0.12
H -4.72 -0.95 1.09
H -5.88 -1.00 -0.34
H -5.23 0.45 0.26
*
```

The value obtained for the energy above the lowest of the compared OMol25 structures with the same formula, charge and spin is 330.9 kcal per mole.

These are the Mulliken partial charges, in e, on atoms 1 to 99: 0.834 0.833 0.930 0.456 0.143 -0.977 -1.101 -0.748 -0.496 -0.160 -1.246 -0.001 -1.121 -0.303 -0.395 -0.723 0.403 -0.021 0.528 0.597 -0.008 0.462 0.479 -0.188 0.469 0.463 0.594 0.049 0.212 0.274 0.374 -1.191 -0.250 -0.573 -0.988 -0.875 0.092 -1.464 -0.479 -0.529 0.557 0.091 0.675 0.355 0.764 0.270 0.691 0.367 -0.826 1.004 0.497 0.569 0.301 0.053 0.261 -0.820 -0.319 -1.319 -0.642 0.017 -1.252 1.239 -0.554 -0.704 0.234 0.350 0.306 0.648 0.436 0.171 0.510 0.623 0.279 0.494 -1.068 0.699 0.206 0.275 0.394 -0.780 -0.341 -0.362 -0.873 -0.028 -2.089 0.079 -0.707 -0.848 0.338 0.268 0.265 0.548 0.016 0.682 0.220 0.449 1.654 0.144 1.425

=====

No. 2
# C25H60N8O7

A cluster of 7 separate species, C25H60N8O7 in total (ωB97M-V with the def2-TZVPD basis set, the OMol25 dataset).

The geometry in ORCA input format:
```
! RIJCOSX wB97M-V def2-TZVPD def2/J DEFGRID3
* xyz 0 1
C 0.11 -1.83 1.76
C 0.92 -2.58 0.69
C 0.17 -3.75 0.05
C -0.66 -3.32 -1.17
N -1.78 -2.42 -0.93
C -3.06 -3.04 -0.68
C -3.35 -3.47 0.77
N -4.01 -4.79 0.77
O -4.12 -2.25 -1.18
C -4.16 -0.94 -0.67
H 0.46 -2.03 2.77
H 0.15 -0.76 1.57
H -0.94 -2.10 1.72
H 1.18 -1.90 -0.13
H 1.84 -2.96 1.13
H -0.44 -4.27 0.79
H 0.89 -4.49 -0.32
H -1.03 -4.19 -1.71
H 0.04 -2.82 -1.85
H -1.55 -1.72 -0.25
H -3.08 -3.94 -1.29
H -4.05 -2.77 1.22
H -2.44 -3.47 1.37
H -3.36 -5.48 0.40
H -4.20 -5.07 1.72
H -3.69 -0.85 0.31
H -3.67 -0.24 -1.36
H -5.20 -0.65 -0.55
C -1.11 2.23 4.54
N -2.06 1.14 4.41
C -3.08 0.94 5.42
C -2.02 0.30 3.36
O -2.79 -0.64 3.19
H -0.54 2.12 5.46
H -1.64 3.19 4.56
H -0.43 2.22 3.69
H -2.98 -0.05 5.87
H -4.07 1.01 4.98
H -2.97 1.70 6.19
H -1.21 0.54 2.65
C 1.88 2.16 -1.66
N 1.12 2.44 -0.46
C 0.25 3.60 -0.41
C 1.18 1.65 0.62
O 0.55 1.86 1.66
H 2.54 3.00 -1.89
H 1.21 2.01 -2.51
H 2.47 1.25 -1.52
H 0.55 4.27 0.39
H -0.78 3.31 -0.24
H 0.33 4.13 -1.36
H 1.85 0.79 0.50
C 5.50 -3.40 -0.92
N 4.36 -2.86 -1.63
C 3.71 -3.66 -2.66
C 3.87 -1.63 -1.37
O 2.92 -1.14 -1.94
H 6.32 -3.62 -1.61
H 5.23 -4.31 -0.39
H 5.86 -2.67 -0.20
H 3.74 -3.14 -3.62
H 2.66 -3.83 -2.40
H 4.22 -4.61 -2.74
H 4.42 -1.10 -0.58
C 4.28 3.85 5.43
N 3.12 4.38 4.74
C 2.45 3.56 3.74
C 2.63 5.61 5.00
O 1.66 6.09 4.45
H 5.08 3.62 4.73
H 4.02 2.94 5.98
H 4.65 4.59 6.14
H 2.46 4.06 2.77
H 1.41 3.39 4.02
H 2.96 2.60 3.66
H 3.20 6.15 5.77
C -4.64 -4.91 -4.23
N -3.43 -5.54 -3.77
C -3.50 -6.53 -2.71
C -2.22 -5.24 -4.28
O -1.17 -5.72 -3.89
H -5.13 -4.37 -3.41
H -5.34 -5.65 -4.63
H -4.40 -4.19 -5.02
H -2.90 -6.21 -1.85
H -3.10 -7.49 -3.04
H -4.53 -6.65 -2.40
H -2.26 -4.47 -5.07
C -0.09 7.54 -4.35
N 1.07 6.94 -3.72
C 2.01 7.78 -3.01
C 1.31 5.62 -3.78
O 2.27 5.07 -3.27
H 0.21 8.27 -5.10
H -0.72 8.04 -3.60
H -0.69 6.77 -4.83
H 3.00 7.70 -3.45
H 2.08 7.47 -1.97
H 1.67 8.81 -3.06
H 0.54 5.06 -4.34
*
```

As for the structure (SMILES): CCCCN[C@@H](CN)OC.CN(C)C=O.CN(C)C=O.CN(C)C=O.CN(C)C=O.CN(C)C=O.CN(C)C=O.

These are the Mulliken partial charges, in e, on atoms 1 to 99: -0.257 -0.178 -0.933 -0.273 -0.128 1.657 -0.273 -0.718 -0.481 -0.412 0.409 -0.388 0.061 -0.062 0.581 0.340 0.439 -0.377 0.544 0.174 -1.176 0.284 0.188 0.190 0.264 -0.028 0.265 0.285 -0.228 0.162 -1.016 0.612 -0.682 0.378 0.391 -0.356 0.298 0.291 0.393 -0.080 -0.446 0.164 -0.751 -0.076 -0.704 0.352 0.261 -0.063 0.265 0.302 0.122 0.417 -0.953 0.199 -0.870 0.164 -0.637 0.360 0.342 0.301 0.289 0.190 0.389 0.236 -0.911 0.213 -0.836 0.066 -0.573 0.311 0.319 0.312 0.248 0.114 0.440 0.266 -0.928 0.144 -0.824 0.115 -0.605 0.324 0.363 0.289 0.078 0.366 0.380 0.296 -0.908 0.119 -0.944 0.104 -0.596 0.340 0.338 0.291 0.290 0.281 0.392

=====

No. 3
# C25H61BF3N13O26Ta

A structure of composition C25H61BF3N13O26Ta (ωB97M-V with the def2-TZVPD basis set, the OMol25 dataset).

The geometry in ORCA input format:
```
! RIJCOSX wB97M-V def2-TZVPD def2/J DEFGRID3
* xyz -1 1
C -0.04 -3.27 -1.17
C 0.54 -2.65 -0.33
C 1.32 -1.94 0.64
Ta 1.38 0.38 0.31
C 3.64 0.25 0.05
C 4.17 0.76 -1.27
O 4.14 2.19 -1.27
C 4.06 2.76 -2.54
C 4.63 4.18 -2.50
F 3.71 5.09 -2.94
F 5.70 4.31 -3.34
F 5.01 4.58 -1.27
C 1.02 -0.01 -1.94
O 1.37 1.04 -2.88
N 0.79 0.85 -4.11
O 1.39 1.39 -4.97
O -0.65 0.42 0.66
C -1.41 1.39 0.00
C -2.84 0.87 -0.12
N -3.77 1.90 -0.63
C -4.80 2.24 0.35
C -5.71 1.04 0.62
C -7.17 1.34 0.37
O -5.48 0.60 1.95
B 1.45 2.75 0.08
O 1.14 3.46 -1.05
N 1.82 3.62 1.25
C 0.90 3.48 2.38
C 3.21 3.44 1.66
H -0.48 -3.75 -2.01
H 2.30 -2.39 0.73
H 0.80 -2.04 1.60
H 1.65 0.58 2.11
H 3.92 -0.80 0.12
H 4.16 0.73 0.88
H 5.22 0.46 -1.39
H 3.65 0.33 -2.12
H 3.01 2.87 -2.82
H 4.59 2.17 -3.28
H 1.61 -0.88 -2.22
H -0.02 -0.32 -2.07
H -1.07 1.58 -1.03
H -1.46 2.35 0.53
H -3.16 0.47 0.84
H -2.81 0.06 -0.84
H -3.23 2.74 -0.82
H -4.34 2.54 1.30
H -5.38 3.08 0.00
H -5.38 0.25 -0.06
H -7.32 1.54 -0.69
H -7.49 2.18 0.99
H -7.77 0.48 0.66
H -5.84 -0.29 2.05
H 1.28 4.41 -0.88
H 1.27 2.82 3.16
H -0.08 3.11 2.07
H 0.73 4.46 2.83
H 3.32 2.84 2.57
H 3.63 4.42 1.89
H 3.83 3.00 0.88
C 4.98 7.24 1.88
N 4.46 7.14 3.27
O 4.07 6.07 3.65
O 4.45 8.17 3.92
H 4.92 6.26 1.42
H 4.36 7.96 1.35
H 6.01 7.59 1.94
C -3.86 -3.51 3.34
N -4.17 -2.50 2.30
O -5.34 -2.21 2.12
O -3.24 -2.03 1.70
H -4.79 -3.84 3.79
H -3.34 -4.33 2.85
H -3.21 -3.04 4.07
C 2.22 10.71 2.85
N 2.57 10.91 1.42
O 3.66 10.54 1.04
O 1.74 11.45 0.72
H 3.05 10.22 3.35
H 2.01 11.68 3.29
H 1.33 10.08 2.88
C 0.28 -7.08 -4.79
N -0.16 -5.78 -4.22
O -1.14 -5.79 -3.50
O 0.48 -4.80 -4.51
H -0.39 -7.85 -4.44
H 0.25 -6.99 -5.87
H 1.29 -7.25 -4.44
C 4.10 -1.03 5.29
N 3.57 -0.12 4.24
O 2.80 0.74 4.59
O 3.97 -0.33 3.11
H 3.67 -0.74 6.24
H 3.81 -2.04 5.02
H 5.18 -0.93 5.30
C 0.88 -6.60 -0.49
N 1.14 -7.96 -1.04
O 1.47 -8.07 -2.20
O 0.99 -8.89 -0.28
H 1.05 -5.86 -1.27
H -0.15 -6.57 -0.15
H 1.57 -6.45 0.34
C -0.43 8.97 0.40
N -0.36 7.78 1.29
O -0.77 6.72 0.87
O 0.10 7.96 2.40
H -0.86 8.67 -0.54
H -1.05 9.71 0.90
H 0.58 9.34 0.28
C -6.51 -2.93 -0.94
N -7.02 -4.31 -1.13
O -7.31 -4.66 -2.26
O -7.12 -5.00 -0.14
H -6.47 -2.43 -1.90
H -7.18 -2.42 -0.26
H -5.52 -3.00 -0.50
C 3.72 -11.09 -0.05
N 4.63 -10.18 0.70
O 4.13 -9.30 1.36
O 5.82 -10.40 0.60
H 2.69 -10.78 0.13
H 3.97 -11.00 -1.10
H 3.90 -12.10 0.31
C -6.57 -6.49 -4.52
N -5.96 -7.71 -5.13
O -5.38 -7.58 -6.19
O -6.08 -8.75 -4.52
H -6.38 -5.65 -5.18
H -7.63 -6.68 -4.42
H -6.12 -6.35 -3.55
*
```

These are the Mulliken partial charges, in e, on atoms 1 to 99: -0.205 0.170 -1.754 2.122 -1.220 -0.908 -0.086 -0.585 0.964 -0.314 -0.320 -0.251 -1.606 -0.169 0.093 -0.389 -0.792 -0.006 -0.590 -0.306 -0.890 1.039 -1.788 -0.592 0.649 -1.137 0.125 -0.698 0.352 0.457 0.294 0.441 -0.405 0.649 0.375 0.368 0.459 0.175 0.428 0.705 0.638 0.279 0.064 0.122 0.129 0.319 0.337 0.406 0.120 0.412 0.394 0.422 0.281 0.219 0.118 0.054 0.288 -0.039 -0.390 0.067 -0.474 0.974 -0.510 -0.618 0.128 0.195 0.294 -0.875 0.987 -0.645 -0.424 0.344 0.303 0.310 -0.536 0.908 -0.539 -0.540 0.232 0.288 0.211 -0.778 0.905 -0.496 -0.524 0.313 0.293 0.287 -0.863 0.875 -0.505 -0.434 0.310 0.293 0.287 -0.727 0.952 -0.541 -0.574

=====

Molecular weight, respectively: 613.6 584.8 1208.6 u.
HOMO-LUMO gap, respectively: 7.89 8.77 5.59 eV.
Max |F|, respectively: 13.086 0.626 2.450 eV/A.